Record 1
The following is a DFT calculation (ωB97M-V/def2-TZVPD) of one molecule with the formula C20H16O2.

Last column: natural (NBO) charge in e.
CARTESIAN COORDINATES (ANGSTROEM)
C 2.15794 -1.19824 -1.85002  -0.198
H 1.08611 3.02849 0.46626  0.226
H -0.08523 4.49210 -1.08883  0.217
H -0.39052 -1.35496 -0.20248  0.221
C 2.01975 -0.13068 -0.97928  -0.221
C -1.61326 1.06037 -0.17572  -0.033
C 2.74965 -0.10256 0.20292  -0.078
C -2.26067 1.91570 -1.05731  -0.202
C -0.52185 3.53855 -0.83265  -0.190
H 1.58767 -1.21329 -2.76703  0.218
H -3.19072 1.59381 -1.50237  0.218
C 3.75820 -2.20726 -0.37862  -0.207
H 1.36318 0.68705 -1.23571  0.227
C -3.34252 -2.73428 0.68784  -0.217
H 4.21087 -1.10487 1.40256  0.220
H -1.40068 -3.54004 0.28598  0.211
C -0.39927 1.47388 0.39829  0.285
O 3.52930 1.74905 1.47712  -0.510
C 2.63015 0.99466 1.20222  0.547
C -2.19738 -0.25497 0.13911  0.028
C 3.01692 -2.24086 -1.54825  -0.205
C -1.43250 -1.41598 0.07319  -0.218
H 3.11501 -3.07476 -2.22724  0.216
C -1.72610 3.14896 -1.38707  -0.235
C -2.00384 -2.64539 0.34442  -0.198
H -2.24322 3.79674 -2.07826  0.216
C -3.54382 -0.35397 0.47943  -0.232
C 3.63249 -1.14004 0.49105  -0.208
C 1.31508 1.02141 1.98965  -0.171
H 1.43611 0.28313 2.79315  0.225
H -3.78564 -3.69584 0.90213  0.212
H 4.43894 -3.01194 -0.14393  0.217
O 0.17463 0.60685 1.28882  -0.496
H 1.18370 2.00921 2.45062  0.205
C -4.11085 -1.58441 0.75531  -0.210
H -5.15546 -1.64663 1.02452  0.212
H -4.14269 0.54336 0.54364  0.213
C 0.14053 2.70766 0.05652  -0.306

Properties
Charge: 0
Gap between HOMO and LUMO in eV: 9.17
Strongest force on any atom in eV Å⁻¹: 0.55
SMILES: O=C(COc1ccccc1-c1ccccc1)c1ccccc1



Record 2
The following is a DFT calculation (ωB97M-V/def2-TZVPD) of C20H17AuN3O8 as an isolated structure in a non-equilibrium geometry.

Last column: natural (NBO) charge in e.
CARTESIAN COORDINATES (ANGSTROEM)
H 5.64264 2.47094 1.89926  0.251
C 4.33592 0.21654 1.05942  -0.319
C 3.20639 -1.97874 0.31100  -0.653
H 5.33124 -0.14312 1.21179  0.253
H -1.04621 9.42470 1.01915  0.170
H 4.58686 3.47272 0.90219  0.249
H -3.49525 -1.46403 -1.18244  0.195
O -2.00105 7.85984 1.95616  -0.454
H -0.62452 5.33740 -1.38156  0.250
C 3.23982 -0.53488 0.62556  0.223
C -0.94441 4.23012 0.44792  -0.168
C 0.02734 -4.38465 -0.85966  -0.296
C -1.83386 -2.77960 -1.03898  -0.265
C -1.72949 5.45438 2.40807  -0.272
O 0.41011 -2.13605 -0.47765  -0.669
C -2.65086 -3.84903 -1.42269  -0.088
O -0.11529 2.05316 0.75520  -0.671
H 1.06644 -4.55415 -0.61998  0.238
C -1.69148 6.59594 1.63079  0.268
O -0.67003 2.64656 -1.30825  -0.615
H -2.04473 5.49225 3.43680  0.241
H -1.36614 3.34756 2.34000  0.225
H 2.85426 -2.13678 -0.70595  0.249
N 2.57637 1.49459 0.93397  -0.325
C -2.42273 -1.48042 -0.93170  0.453
N 2.17895 0.26897 0.55598  -0.335
H 2.51515 -2.48763 0.98106  0.244
Au 0.14549 -0.01245 -0.02686  1.446
C 4.60706 2.71929 1.68737  -0.658
C -0.92246 5.37477 -0.34656  -0.247
C -2.14663 -5.12885 -1.51935  -0.045
N -3.02698 -6.19580 -1.95717  0.534
C -0.80112 -5.40645 -1.21857  -0.087
O -4.17304 -5.89390 -2.19702  -0.366
C 3.87979 1.50820 1.25165  0.240
O -1.92565 -0.41057 -0.58552  -0.581
H 1.87406 2.21978 1.00895  0.454
H -3.69630 -3.69385 -1.65511  0.261
O -1.34465 7.80519 -0.23041  -0.473
C -0.55177 2.87256 -0.12111  0.754
C -1.35624 4.27446 1.78870  -0.171
C -1.29085 6.55567 0.26874  0.303
C -1.79456 8.64398 0.80539  0.232
H 4.15820 3.14011 2.58499  0.247
H -2.73735 9.13437 0.51210  0.172
C -0.43495 -3.02252 -0.77408  0.448
H 4.19863 -2.40567 0.42553  0.245
O -2.54763 -7.29912 -2.05642  -0.355
H -0.45121 -6.42911 -1.28041  0.268

Properties
Charge: +1
Gap between HOMO and LUMO in eV: 3.48
Strongest force on any atom in eV Å⁻¹: 3.87



Record 3
The following is a DFT calculation (ωB97M-V/def2-TZVPD) of C20H17Cl3IrN4O13S7 as an isolated structure in a non-equilibrium geometry.

Last column: Löwdin spin population.
CARTESIAN COORDINATES (ANGSTROEM)
O 0.94195 -0.63751 1.19107  0.000
H -2.91432 -5.68199 -4.04201  0.000
N -1.47164 1.87243 -0.24922  0.000
C -3.31794 -3.58705 -4.09961  0.000
C 4.75978 0.14292 3.88177  0.146
S -0.74181 2.96027 2.81389  0.000
S 0.45086 -1.23319 2.46344  0.016
H -2.30703 3.69622 4.41527  0.000
H 2.68870 1.26423 -2.54540  0.000
H 4.65204 -1.96366 0.81527  0.001
H 3.95270 0.30219 -1.69102  0.000
H -1.16368 -3.34554 -0.90505  0.000
C -1.76317 -3.39733 -1.80235  0.000
O -2.44736 0.09574 -2.31074  0.000
C -2.74617 -4.73028 -3.56292  0.000
N -2.36404 3.15687 -1.79703  0.000
Ir -1.32723 0.32568 1.05411  0.001
N -4.11976 -3.70872 -5.28210  0.000
C 4.32233 -1.67293 1.81069  0.012
C 1.12834 4.24973 -2.37246  0.000
Cl 1.76060 -0.49337 -1.26328  0.000
O -1.82216 -1.01888 -0.45490  0.000
O -0.40641 1.55002 2.38257  0.002
O 0.98553 -0.39029 3.61322  0.214
C 0.91396 2.62263 -0.58375  0.001
C -3.12389 -2.34476 -3.49363  0.000
O -1.19128 3.77490 1.70452  0.000
S 5.41772 -0.32508 2.32760  0.020
O -4.60157 -2.69648 -5.76407  0.000
H -0.66287 4.86706 -3.39577  0.000
O 0.91698 -2.57813 2.67747  0.012
C -2.20848 -0.92226 -1.66854  0.000
S 2.37036 1.11244 2.86984  0.484
C 3.03026 0.27325 -2.26356  0.000
H -3.56982 -1.45165 -3.90425  0.000
C 3.51453 0.69964 4.05441  0.031
C -1.95616 -4.62675 -2.43397  0.000
H 1.34219 2.00554 0.19334  0.001
Cl -3.70196 0.60017 1.69227  0.000
O -1.66857 -6.89369 -2.31687  0.000
C -0.23075 4.24629 -2.62226  0.000
C -2.13693 2.74952 3.91326  0.000
C 4.54585 0.48971 6.45609  0.006
N -1.31615 -5.80055 -1.89572  0.000
C -2.36658 -2.26772 -2.33657  0.000
H 1.77782 4.88496 -2.95995  0.000
H -2.98452 2.45880 3.30164  0.000
O 0.34445 3.51363 3.58050  0.000
O -4.29407 -4.82035 -5.76066  0.000
H -3.06789 3.50983 -2.41740  0.000
H 2.75808 3.50419 -1.19861  0.000
S 3.03803 0.96003 5.72677  0.004
H -3.55167 1.86264 -0.57369  0.000
O -1.04787 -1.16472 2.42576  0.006
C -0.45120 2.59766 -0.83692  0.000
C 1.69030 3.45405 -1.36832  0.000
O -0.45370 -5.65175 -1.05423  0.000
C -1.01061 3.41211 -1.83543  0.000
C -2.57800 2.22415 -0.85178  0.000
H 4.43803 -2.50063 2.50541  0.000
Cl 3.36008 -0.62525 -3.74506  0.000
S 4.83639 0.56399 8.08432  0.003
H 3.29101 -1.35522 1.77475  0.000
S 5.72717 -0.08325 5.31633  0.039
H -1.86884 1.96554 4.61355  0.000

Properties
Charge: -2
Gap between HOMO and LUMO (spin up / spin down) in eV: 4.52 / 5.28
Spin multiplicity: 2
Strongest force on any atom in eV Å⁻¹: 3.60



Record 4
The following is a DFT calculation (ωB97M-V/def2-TZVPD) of one molecule with the formula C20H17ClN2O3S.

Last column: natural (NBO) charge in e.
CARTESIAN COORDINATES (ANGSTROEM)
C 1.13789 -2.73541 1.53236  -0.214
H 5.87194 1.07651 -0.89006  0.230
H -0.15265 -4.39376 1.12790  0.227
H -1.70197 0.78961 1.27324  0.210
H 5.51781 2.80280 -0.72268  0.230
C 2.20606 -2.74103 3.68574  -0.210
C -4.28154 -0.13002 -4.36092  0.093
H 1.75686 -4.40988 4.95120  0.230
H -3.85649 -0.59510 -5.22801  0.204
C 1.98143 1.09285 0.13327  0.133
H 0.97406 -2.27571 0.56929  0.227
O -1.05872 3.23536 -1.78629  -0.622
H -4.48428 2.76952 -1.21706  0.211
C 0.50491 -3.92364 1.84227  -0.216
H 1.20835 2.32342 -1.44555  0.236
C -5.45871 -0.32455 -3.70882  -0.319
C 4.36017 1.53447 0.56091  0.695
H 0.05737 -0.36389 2.49978  0.231
H 2.87202 -2.27249 4.39356  0.228
H -2.82463 0.97687 -0.48848  0.397
N 3.30767 1.28175 -0.27796  -0.618
C -4.27995 1.27835 -2.71178  0.255
C 1.64142 0.28319 1.22355  -0.173
C 0.30978 0.21385 1.62339  -0.213
C -0.68592 0.85100 0.91343  -0.214
C 1.58487 -3.93575 3.99784  -0.221
C 5.63375 1.86600 -0.18090  -0.713
C -0.36582 1.58663 -0.22620  -0.068
S 2.87710 -0.63690 2.08852  0.354
H 3.41961 1.54108 -1.24830  0.403
C 0.73005 -4.51797 3.07507  -0.048
O -3.56288 0.83402 -3.76597  -0.393
C -1.36419 2.29470 -1.07887  0.646
C -5.45666 0.59144 -2.62860  -0.303
H -6.22856 -1.02493 -3.95890  0.229
C -3.69490 2.34081 -1.84311  -0.274
N -2.63057 1.81613 -1.00969  -0.600
H 6.44503 1.96776 0.53342  0.245
C 0.96970 1.71600 -0.58421  -0.208
C 1.97864 -2.13014 2.45869  -0.187
H -6.22779 0.72669 -1.89796  0.226
O 4.27025 1.49676 1.76568  -0.591
H -3.23812 3.12895 -2.44976  0.259
Cl -0.06236 -6.00536 3.46095  0.005

Properties
Charge: 0
Gap between HOMO and LUMO in eV: 8.45
Strongest force on any atom in eV Å⁻¹: 0.94
SMILES: CC(=O)Nc1cc(C(=O)NCc2ccco2)ccc1Sc1ccc(Cl)cc1